The following is a DFT calculation (ωB97M-V/def2-TZVPD) of C24H38EuN3O2P as an isolated structure in a non-equilibrium geometry.

Last column: Löwdin charge in e.
Cartesian coordinates (Å):
C: -2.565 -1.205 4.598  -0.27
H: 1.299 -4.037 -3.914  0.13
C: 1.505 -2.642 0.574  -0.13
H: -5.787 0.030 2.070  0.09
C: 1.430 -3.535 -1.829  0.01
H: -5.223 -0.321 -0.324  0.08
H: 2.342 0.663 -0.411  0.04
H: 1.779 -3.695 0.816  0.14
C: -0.003 3.028 -2.535  -0.25
H: -5.965 -3.623 3.818  0.10
C: -2.364 -0.420 3.458  -0.03
H: -4.947 1.324 3.026  0.10
H: -1.171 -3.193 0.722  0.09
H: -0.215 -4.123 1.917  0.12
H: -3.382 2.896 1.818  0.07
H: -4.633 3.226 0.610  0.11
C: -3.783 2.577 0.858  -0.05
H: 1.983 -4.420 -1.466  0.14
C: -4.865 0.717 -0.388  -0.02
H: 1.891 -1.096 2.666  0.09
P: -1.014 1.628 -1.951  0.80
H: -0.395 3.440 -3.468  0.06
H: -0.049 3.797 -1.766  0.05
C: 1.092 -1.827 2.835  -0.08
C: -5.036 -3.820 3.266  -0.03
H: 1.040 2.721 -2.665  0.06
H: 0.345 -1.385 3.500  0.07
C: -3.932 -1.844 2.193  0.00
O: -0.605 3.367 2.773  0.13
H: -1.301 -2.800 2.454  0.07
C: -3.418 -2.309 4.508  0.02
H: -2.654 -0.485 6.598  0.10
N: -3.073 0.266 1.224  0.08
H: -2.973 2.713 0.132  0.05
H: 0.273 -1.805 -4.576  0.13
H: -2.867 0.810 -3.247  0.05
H: -1.469 -1.731 6.345  0.09
C: 0.011 -1.192 -2.506  -0.27
N: 0.484 -2.136 1.538  -0.39
C: -4.092 -2.647 3.321  -0.25
H: 0.351 0.487 -3.827  0.11
C: -5.356 1.046 2.038  -0.02
C: -4.251 1.127 0.959  -0.62
H: -5.287 -4.078 2.228  0.09
H: 1.000 0.647 -2.360  0.03
C: 0.067 0.329 -2.786  -0.30
C: -1.921 -0.857 5.888  -0.03
C: -0.609 -3.119 1.665  -0.07
Eu: -0.366 0.111 0.527  1.77
C: -0.601 2.374 2.204  -0.01
C: 1.051 -3.289 -3.161  0.00
H: -5.741 1.354 -0.602  0.11
H: 1.514 -2.730 3.307  0.12
H: -1.157 -0.100 5.759  0.08
N: 0.164 -1.620 -1.224  -0.01
H: -4.138 0.757 -1.221  0.05
C: -3.137 -0.645 2.262  -0.33
C: -2.444 1.790 -3.029  -0.29
H: -4.469 -2.054 1.248  0.13
H: -3.565 -2.952 5.372  0.14
O: 1.474 0.999 -0.040  -0.51
H: -4.571 -4.689 3.742  0.09
H: -2.188 2.274 -3.975  0.06
C: 0.983 -2.631 -0.870  -0.26
C: 0.355 -2.111 -3.524  0.01
H: -6.150 1.755 1.748  0.10
H: -3.221 2.386 -2.532  0.04
H: -1.759 0.505 3.503  0.08
H: 2.406 -1.995 0.664  0.14

## Properties
Kohn-Sham gap (alpha / beta): 6.5 / 7.0 eV
F_max: 0.06837 Eh/bohr
2S+1: 8
lowest unoccupied orbital energy (alpha / beta): -7.7 / -7.3 eV
net charge: +2